Record 1
The following is a DFT calculation (wB97M-V/def2-TZVPD) of a cluster of 2 separate species, C10H22N in total at a distorted geometry.

```
33
Properties=species:S:1:pos:R:3:nbo_charge:R:1
N 0.06476 0.27268 0.33074 -0.468
C 1.06761 -0.82998 0.10239 0.141
C 0.81654 2.07173 -0.72654 0.153
C 0.57759 -2.16220 0.73839 -0.629
C -2.09194 -0.74619 0.98478 -0.607
C -1.87255 1.73954 0.35601 -0.605
C -1.64986 -0.05794 -1.52484 -0.668
C 2.40406 -0.48853 0.75583 -0.616
C 1.53474 -1.07901 -1.37523 -0.588
C 1.29846 2.76176 0.26650 -0.430
C -1.35824 0.28428 -0.05618 0.157
H -3.10814 -0.25129 1.08050 0.234
H 2.43504 -0.48064 1.85315 0.219
H 1.98845 -1.96069 -1.38229 0.228
H -0.08173 -2.74755 0.10062 0.223
H -1.36344 2.44559 -0.25448 0.219
H 1.15076 2.69799 1.34266 0.259
H 2.79115 0.37988 0.28572 0.211
H 3.07178 -1.19003 0.57939 0.227
H 1.48421 -2.76762 0.99933 0.240
H 0.59903 -0.99154 -1.97774 0.213
H -1.63812 1.84942 1.42307 0.204
H -2.13166 -1.73556 0.59181 0.230
H 0.94506 1.96154 -1.71625 0.203
H -0.97160 0.49020 -2.24297 0.215
H 1.71191 3.75672 -0.10080 0.280
H 2.14356 -0.30790 -1.68829 0.203
H -2.92476 1.74448 0.14912 0.238
H -1.52076 -0.62894 1.86443 0.194
H -0.07603 -1.93676 1.54817 0.217
H -1.61318 -1.12521 -1.92860 0.248
H -2.73835 0.28514 -1.71310 0.249
H -0.02676 0.64970 1.26683 0.408
```

Summary:
energy relative to the best compared isomer or geometry (same formula, charge and spin)	284.8	kJ/mol
LUMO level	-4.7	eV
HOMO-LUMO gap	9.23	eV
E_HOMO	-13.961	eV
E	-448.55369	Eh
charge	+1

Record 2
The following is a DFT calculation (wB97M-V/def2-TZVPD) of an isolated molecule of C10H14N2 at a distorted geometry.

```
26
Properties=species:S:1:pos:R:3:nbo_charge:R:1
N -2.54152 -1.53632 0.30804 -0.455
N 2.13458 -1.24717 -0.26207 -0.665
C -1.27785 0.91498 -0.06556 0.073
C 1.28508 1.98385 -0.36115 -0.403
C -1.26063 -1.30748 0.45686 0.071
C -3.15251 -0.58111 -0.20519 0.103
C -0.50073 -0.29828 0.09383 -0.171
C 1.26730 -2.45812 -0.72488 -0.478
C 1.03172 -0.44630 0.54825 -0.026
C -2.70183 0.79499 -0.19975 -0.315
C 1.68123 0.92354 0.73247 -0.408
C -0.29635 2.12336 -0.34638 -0.463
H 2.25212 -2.86289 -1.22708 0.209
H -4.19025 -0.74212 -0.63659 0.176
H -3.38917 1.63466 -0.38802 0.232
H 0.68301 -0.94809 1.69650 0.188
H 2.64442 0.99470 1.01964 0.213
H 0.94044 1.51422 1.45223 0.188
H 2.99867 -1.51018 0.17555 0.376
H -0.81798 2.96296 -1.06895 0.246
H 1.69355 1.64918 -1.30101 0.214
H 0.95933 -2.91014 0.24088 0.211
H 1.88422 2.99370 -0.19184 0.226
H 0.59278 -2.26813 -1.73376 0.235
H -0.77510 2.72844 0.61194 0.226
H -1.14449 -2.10225 1.37604 0.196
```

Summary:
energy relative to the best compared isomer or geometry (same formula, charge and spin)	692.6	kJ/mol
LUMO level	0.7	eV
SMILES	CN[C@H]1CCCc2ccncc21
HOMO-LUMO gap	9.39	eV
E_HOMO	-8.700	eV
E	-498.68865	Eh
charge	0

Copy entry 2 word for word.
The following is a DFT calculation (wB97M-V/def2-TZVPD) of an isolated molecule of C10H14N2 at a distorted geometry.

```
26
Properties=species:S:1:pos:R:3:nbo_charge:R:1
N -2.54152 -1.53632 0.30804 -0.455
N 2.13458 -1.24717 -0.26207 -0.665
C -1.27785 0.91498 -0.06556 0.073
C 1.28508 1.98385 -0.36115 -0.403
C -1.26063 -1.30748 0.45686 0.071
C -3.15251 -0.58111 -0.20519 0.103
C -0.50073 -0.29828 0.09383 -0.171
C 1.26730 -2.45812 -0.72488 -0.478
C 1.03172 -0.44630 0.54825 -0.026
C -2.70183 0.79499 -0.19975 -0.315
C 1.68123 0.92354 0.73247 -0.408
C -0.29635 2.12336 -0.34638 -0.463
H 2.25212 -2.86289 -1.22708 0.209
H -4.19025 -0.74212 -0.63659 0.176
H -3.38917 1.63466 -0.38802 0.232
H 0.68301 -0.94809 1.69650 0.188
H 2.64442 0.99470 1.01964 0.213
H 0.94044 1.51422 1.45223 0.188
H 2.99867 -1.51018 0.17555 0.376
H -0.81798 2.96296 -1.06895 0.246
H 1.69355 1.64918 -1.30101 0.214
H 0.95933 -2.91014 0.24088 0.211
H 1.88422 2.99370 -0.19184 0.226
H 0.59278 -2.26813 -1.73376 0.235
H -0.77510 2.72844 0.61194 0.226
H -1.14449 -2.10225 1.37604 0.196
```

Summary:
energy relative to the best compared isomer or geometry (same formula, charge and spin)	692.6	kJ/mol
LUMO level	0.7	eV
SMILES	CN[C@H]1CCCc2ccncc21
HOMO-LUMO gap	9.39	eV
E_HOMO	-8.700	eV
E	-498.68865	Eh
charge	0